Formula: C22H57N4O20P3
Source: OMol25
Level of theory: wB97M-V/def2-TZVPD

Last column: Mulliken spin population.
CARTESIAN COORDINATES (ANGSTROEM)
1 C -5.65479 -5.47977 0.83580  0.00
2 C -6.57235 -4.47291 1.60304  0.00
3 O -5.81662 -3.81622 2.58147  0.00
4 P -4.42539 -3.07445 2.53665  0.00
5 O -3.90912 -2.58485 1.23735  0.00
6 O -3.40721 -4.01675 3.31689  0.00
7 C -2.15057 -3.50341 3.83825  0.00
8 C -0.95476 -3.13979 2.89866  0.00
9 O -4.68040 -1.88990 3.64540  0.00
10 C -4.21725 -0.57518 3.38033  0.00
11 C -5.26880 0.42633 3.14345  0.00
12 H -4.97377 -4.81753 0.30124  0.00
13 H -5.04762 -6.16646 1.42565  0.00
14 H -6.23631 -6.08758 0.14261  0.00
15 H -6.91526 -3.75354 0.85939  0.00
16 H -7.39147 -4.94704 2.14372  0.00
17 H -2.31118 -2.56595 4.37068  0.00
18 H -1.66397 -4.13475 4.58170  0.00
19 H -1.45513 -3.03194 1.93632  0.00
20 H -0.54641 -2.15502 3.12577  0.00
21 H -0.09427 -3.80662 2.84384  0.00
22 H -3.52373 -0.37161 4.19623  0.00
23 H -3.63772 -0.60616 2.45768  0.00
24 H -6.08507 0.09265 2.50278  0.00
25 H -5.86874 0.50951 4.04968  0.00
26 H -4.99634 1.41899 2.78497  0.00
27 C 0.06274 3.00145 -1.70213  0.00
28 C 1.20773 4.06834 -1.99102  0.00
29 O 1.50203 4.55600 -0.68192  0.06
30 P 2.00232 6.02304 -0.33364  -0.07
31 O 1.55817 6.41487 1.03365  0.55
32 O 3.60911 5.93567 -0.66426  0.20
33 C 4.55768 5.03856 -0.17737  0.01
34 C 5.13861 4.21522 -1.29877  0.04
35 O 1.43568 6.97606 -1.56299  0.11
36 C 0.17168 7.59278 -1.66485  0.01
37 C -0.99055 6.87023 -1.07192  0.01
38 H 0.37627 2.55741 -0.75735  0.00
39 H -0.91057 3.47908 -1.58970  0.00
40 H -0.15014 2.16871 -2.37245  0.00
41 H 2.02313 3.61339 -2.55337  0.01
42 H 0.64405 4.79560 -2.57536  0.00
43 H 5.42931 5.55316 0.22702  0.01
44 H 4.31542 4.19034 0.46288  0.00
45 H 5.97161 3.57597 -1.00624  0.00
46 H 4.38327 3.50496 -1.63503  0.00
47 H 5.42257 4.82968 -2.15312  0.00
48 H 0.24857 8.56213 -1.17236  0.02
49 H -0.04035 7.73485 -2.72455  0.03
50 H -1.23392 5.81408 -1.18784  0.01
51 H -0.85415 6.91266 0.00867  0.03
52 H -1.85614 7.51163 -1.23765  0.00
53 C 2.02379 -0.67860 0.06258  0.00
54 C 2.70973 -1.94937 -0.25909  0.00
55 O 3.91975 -1.97215 0.32677  0.00
56 P 4.61588 -3.43775 0.49423  0.00
57 O 3.69144 -4.42446 1.16959  0.00
58 O 5.18196 -3.74760 -0.98114  0.00
59 C 6.02796 -2.77980 -1.58020  0.00
60 C 6.64256 -3.48823 -2.77758  0.00
61 O 6.01221 -3.16644 1.31478  0.00
62 C 6.64129 -4.29340 1.82812  0.00
63 C 7.73578 -3.68295 2.77009  0.00
64 H 1.81102 -0.72581 1.13057  0.00
65 H 2.73842 0.10670 -0.18381  0.00
66 H 1.11369 -0.52571 -0.51746  0.00
67 H 2.12092 -2.80510 0.07127  0.00
68 H 2.90001 -1.97164 -1.33212  0.00
69 H 5.55828 -1.90546 -2.03078  0.00
70 H 6.83950 -2.46186 -0.92566  0.00
71 H 6.89320 -2.90440 -3.66326  0.00
72 H 7.55463 -3.97666 -2.43458  0.00
73 H 6.00828 -4.30383 -3.12485  0.00
74 H 5.91166 -4.95415 2.29625  0.00
75 H 7.08819 -4.95362 1.08482  0.00
76 H 8.35178 -4.50334 3.13831  0.00
77 H 8.32346 -2.99985 2.15681  0.00
78 H 7.32652 -3.13984 3.62194  0.00
79 C -2.50129 0.04597 -0.75242  0.00
80 N -2.88878 1.12096 -1.66980  0.00
81 O -2.63578 1.03304 -2.85799  0.00
82 O -3.27526 2.17452 -1.20025  0.00
83 H -3.39428 -0.55459 -0.57922  0.00
84 H -2.24328 0.38089 0.25225  0.00
85 H -1.65632 -0.51678 -1.14920  0.00
86 C 0.51511 2.46811 4.20802  0.00
87 N 0.53548 1.84472 2.86525  0.00
88 O 1.53442 1.21986 2.54695  0.00
89 O -0.53371 1.80050 2.23967  0.00
90 H -0.55898 2.51273 4.38819  0.00
91 H 0.97996 3.45316 4.16703  0.00
92 H 1.00038 1.74541 4.86401  0.00
93 C -3.25642 -4.06645 -2.03737  0.00
94 N -4.53025 -3.35729 -2.41799  0.00
95 O -5.55149 -4.04069 -2.45631  0.00
96 O -4.50782 -2.20239 -2.71771  0.00
97 H -2.93015 -3.82088 -1.02675  0.00
98 H -2.54078 -3.78680 -2.81052  0.00
99 H -3.27979 -5.14033 -2.22270  0.00
100 C -3.86753 2.60196 -5.27230  0.00
101 N -4.88934 3.23887 -6.15438  0.00
102 O -4.94287 2.67158 -7.16468  0.00
103 O -5.41461 4.30138 -5.83459  0.00
104 H -3.55097 3.32901 -4.52445  0.00
105 H -3.01465 2.33491 -5.89630  0.00
106 H -4.56271 1.90766 -4.80031  0.00

Properties
<S²>	0.762
total charge	+1
HOMO level (spin up / spin down)	-12.23 / -12.23	eV
orbital gap (spin up / spin down)	9.60 / 2.27	eV
E_tot	-3619.7469	Eh
LUMO level (spin up / spin down)	-2.63 / -9.96	eV
spin multiplicity	2
molar mass	790.63	g mol⁻¹



Formula: C22H58AgF2N2O12S2
Source: OMol25
Level of theory: wB97M-V/def2-TZVPD

Last column: Mulliken spin population.
CARTESIAN COORDINATES (ANGSTROEM)
1 N -2.05201 -19.85287 -11.01606  0.00
2 H -1.37519 -20.51599 -11.36575  0.00
3 H -2.08674 -20.16543 -10.05626  0.00
4 H -2.97441 -19.98557 -11.40550  0.00
5 H -1.73800 -18.91691 -11.22930  0.00
6 Ag -4.62104 -20.20234 -9.29053  0.00
7 N -2.46815 -20.98717 -8.59085  0.00
8 S -1.83675 -20.58282 -7.32472  0.00
9 O -0.39067 -20.48028 -7.43633  0.00
10 O -2.41154 -20.96356 -6.03754  0.00
11 F -2.37595 -19.06753 -7.42172  0.00
12 S -2.28660 -22.69983 -8.34953  0.01
13 O -3.54034 -23.45266 -8.27518  0.00
14 O -1.13793 -23.22990 -7.63062  0.00
15 F -1.82617 -22.88925 -9.85502  -0.01
16 C 0.29547 -25.18265 -9.78685  0.06
17 C -0.90596 -25.66883 -10.26981  0.15
18 C -1.06360 -26.00580 -11.61781  0.13
19 C 0.01419 -25.98991 -12.45618  0.13
20 C 1.23060 -25.59964 -11.95850  0.22
21 C 1.40057 -25.18316 -10.64754  0.15
22 H 0.55657 -24.91751 -8.77298  0.03
23 H -1.71735 -25.65262 -9.55722  0.07
24 H -2.04275 -26.42959 -11.78539  0.03
25 H -0.17937 -26.24903 -13.48661  0.01
26 H 2.07861 -25.40701 -12.59895  -0.02
27 H 2.29299 -24.69873 -10.27967  0.02
28 C -0.20485 -22.53842 -14.22667  0.00
29 C 0.19723 -21.59051 -13.21266  0.00
30 O -0.72698 -21.73059 -12.21410  -0.01
31 H 0.28807 -22.25492 -15.15659  0.00
32 H -1.24670 -22.44582 -14.53340  0.00
33 H -0.06640 -23.58838 -13.96875  0.00
34 H 0.13913 -20.58707 -13.63436  0.00
35 H 1.22645 -21.75447 -12.89339  0.00
36 H -0.56874 -22.62807 -11.91229  0.01
37 C -4.04906 -23.70678 -4.85162  0.00
38 C -3.95776 -24.65348 -3.69162  0.00
39 O -2.60739 -25.06846 -3.51647  0.00
40 H -3.48443 -24.09258 -5.70042  0.00
41 H -3.44496 -22.82764 -4.62738  0.00
42 H -5.11212 -23.58092 -5.05698  0.00
43 H -4.52125 -25.54345 -3.97189  0.00
44 H -4.24922 -24.19910 -2.74468  0.00
45 H -2.11759 -24.30144 -3.21091  0.00
46 C -4.28195 -16.35726 -6.46018  0.00
47 C -4.78814 -16.98585 -7.78023  0.00
48 O -5.14269 -18.34854 -7.60155  0.00
49 H -4.93261 -16.64664 -5.63495  0.00
50 H -4.17548 -15.27560 -6.54249  0.00
51 H -3.33144 -16.81165 -6.18060  0.00
52 H -4.04406 -16.79948 -8.55464  0.00
53 H -5.68889 -16.48555 -8.13581  0.00
54 H -6.08600 -18.38928 -7.42805  0.00
55 C -0.51579 -27.44165 -6.45909  0.00
56 C -0.49597 -26.11801 -5.70798  0.00
57 O 0.51897 -25.26817 -6.20769  0.00
58 H -1.34539 -28.03836 -6.07988  0.00
59 H 0.45368 -27.93017 -6.36125  0.00
60 H -0.68078 -27.36945 -7.53411  0.00
61 H -0.49943 -26.33571 -4.63994  0.00
62 H -1.44906 -25.64899 -5.95240  0.00
63 H 0.49576 -24.54654 -5.57498  0.00
64 C -4.91602 -25.30910 -12.97411  0.00
65 C -4.14797 -24.09165 -12.48768  0.00
66 O -4.81215 -22.95227 -12.84530  0.00
67 H -5.89534 -25.43298 -12.51184  0.00
68 H -4.38944 -26.20709 -12.65093  0.00
69 H -5.21732 -25.37713 -14.01942  0.00
70 H -3.13559 -24.02097 -12.88541  0.00
71 H -4.01766 -24.19209 -11.41016  0.00
72 H -4.62448 -22.22774 -12.24410  0.00
73 C -6.84180 -22.45655 -7.46643  0.00
74 C -7.59021 -21.26601 -8.10351  0.00
75 O -6.94990 -20.47479 -9.07374  0.00
76 H -6.48775 -23.18118 -8.19969  0.00
77 H -7.50636 -22.88991 -6.71900  0.00
78 H -6.14156 -22.05636 -6.73322  0.00
79 H -7.98159 -20.58827 -7.34483  0.00
80 H -8.51347 -21.64352 -8.54301  0.00
81 H -7.48164 -19.68401 -9.19008  0.00
82 C 2.77435 -22.00512 -9.01997  0.00
83 C 3.02501 -20.47485 -8.79250  0.00
84 O 2.52696 -20.08071 -7.61689  0.00
85 H 1.74490 -22.27422 -9.25645  0.00
86 H 3.17071 -22.54773 -8.16173  0.00
87 H 3.36166 -22.30742 -9.88703  0.00
88 H 2.53320 -20.00956 -9.64675  0.00
89 H 4.10627 -20.34115 -8.75930  0.00
90 H 1.61332 -20.37446 -7.64100  0.00
91 C -0.83712 -16.94812 -9.16144  0.00
92 C -0.86587 -15.42617 -8.84435  0.00
93 O -1.56736 -14.88132 -9.93985  0.00
94 H -0.18841 -17.16659 -10.00970  0.00
95 H -1.83941 -17.33791 -9.33913  0.00
96 H -0.52245 -17.57776 -8.32920  0.00
97 H 0.15616 -15.04990 -8.79984  0.00
98 H -1.34505 -15.19476 -7.89307  0.00
99 H -1.01546 -14.95879 -10.72152  0.00

Properties
<S²>	0.767
total charge	+2
HOMO level (spin up / spin down)	-13.62 / -13.62	eV
orbital gap (spin up / spin down)	6.92 / 3.06	eV
E_tot	-3027.6270	Eh
LUMO level (spin up / spin down)	-6.70 / -10.56	eV
spin multiplicity	2
molar mass	752.71	g mol⁻¹



Among the records above, which one has the highest <S²>?
C22H58AgF2N2O12S2